14
Properties=species:S:1:pos:R:3 method="wB97M-V/def2-TZVPD" homo_lumo_gap_ev=10.354 lumo_energy_ev=0.878 de_lowest_ev=1.365
O 1.0373 0.4515 2.1598
O 0.3727 -0.3957 -1.2418
C 1.1853 -0.0655 -0.1480
C -0.8430 -0.7763 1.3381
C -0.4232 0.6806 -1.6795
C 0.4879 -0.0711 1.2143
H -0.8713 -1.3286 2.2803
H 0.1981 1.5408 -1.9694
H 1.9737 -0.8264 -0.0945
H 1.6776 0.9108 -0.2729
H -0.9826 0.3330 -2.5505
H -1.1362 1.0099 -0.9084
H -1.6388 -0.0234 1.3789
H -1.0374 -1.4398 0.4937